Molecular formula: C4H6N2O2
Method: DFT, the ωB97M-V functional and the def2-TZVPD basis

Geometry as XYZ:
```
14
Properties=species:S:1:pos:R:3
C 0.818 -1.101 -1.388
C 1.016 -0.426 -0.118
C -1.078 0.533 1.044
C 0.220 0.866 1.712
H -1.555 0.143 -2.766
H 1.557 -1.862 -1.567
H -1.773 1.371 0.951
H -1.450 -0.443 1.203
H 0.487 1.884 1.996
H 0.708 0.057 2.271
N -0.151 -0.947 -2.253
N 0.213 0.608 0.320
O -0.979 0.059 -1.971
O 1.968 -0.741 0.566
```

Total charge ... 0
Total energy ... -415.8949 a.u.
LUMO ... 0.27 eV
Frontier orbital gap ... 10.0 eV
ΔE to the lowest compared entry with this formula, charge and spin ... 91.5 kcal/mol